This record from the OMol25 dataset describes C35H52OP4SSm as an isolated structure in a non-equilibrium geometry. The level of theory is ωB97M-V/def2-TZVPD.

E_tot: -3860.83247 hartree
HOMO (alpha / beta): -15.7290 / -15.7306 eV
LUMO (alpha / beta): -8.1 / -7.7 eV
energy relative to the best compared isomer or geometry (same formula, charge and spin): 0.00 kcal per mole
HOMO-LUMO gap (alpha / beta): 7.6 / 8.0 eV

```
! RIJCOSX wB97M-V def2-TZVPD def2/J DEFGRID3
* xyz 3 6
Sm -0.140 -1.488 -0.308
P -0.717 1.302 0.574
P -3.032 -1.427 -0.620
P 4.212 1.081 -1.927
H 1.155 -2.613 -3.382
C 1.746 -2.130 -2.577
C 1.502 -2.764 -1.193
H 1.311 -3.845 -1.425
C -1.030 2.799 -0.434
C -2.178 1.451 1.691
C 0.579 1.994 1.691
C -3.712 -2.959 -1.398
C -4.197 -1.189 0.786
C -3.694 -0.154 -1.771
C 5.980 1.312 -2.135
C 3.926 0.343 -0.327
C 3.258 2.597 -2.130
H 2.816 -2.264 -2.836
H 2.475 -2.648 -0.665
H -1.332 3.623 0.228
H -1.831 2.605 -1.158
H -0.113 3.077 -0.967
H -2.072 2.385 2.264
H -2.223 0.613 2.400
H -3.108 1.495 1.109
H 0.099 2.638 2.445
H 1.284 2.598 1.102
H 1.134 1.199 2.208
H -4.563 -3.317 -0.804
H -2.926 -3.726 -1.412
H -4.035 -2.748 -2.425
H -4.737 -0.244 0.664
H -3.652 -1.172 1.737
H -4.909 -2.021 0.794
H -4.561 -0.578 -2.298
H -2.928 0.133 -2.505
H -4.006 0.733 -1.203
H 6.186 2.348 -2.393
H 6.313 0.655 -2.950
H 6.504 1.033 -1.225
H 4.450 0.963 0.408
H 4.341 -0.665 -0.312
H 2.863 0.305 -0.071
H 3.942 3.399 -2.428
H 2.774 2.872 -1.186
H 2.483 2.495 -2.903
C 0.024 -0.211 -3.698
C -0.438 1.069 -4.083
C -1.343 1.153 -5.136
C -1.897 -0.003 -5.669
C -1.665 -1.244 -5.075
C -0.743 -1.343 -4.042
S 1.616 -0.307 -2.956
H 3.839 0.134 -2.906
H -0.047 1.938 -3.542
H -1.604 2.136 -5.513
H -2.532 0.079 -6.537
H -2.170 -2.150 -5.412
H -0.577 -2.319 -3.575
O 0.520 -1.640 1.736
P 0.675 -1.686 3.279
C 2.258 -1.000 3.702
C 2.489 -0.406 4.954
C 3.762 0.054 5.309
C 4.829 -0.122 4.430
C 4.626 -0.748 3.194
C 3.350 -1.187 2.836
C -0.691 -0.824 4.039
C -1.949 -1.455 4.053
C -3.037 -0.848 4.682
C -2.892 0.397 5.303
C -1.648 1.033 5.287
C -0.557 0.437 4.647
C 0.622 -3.390 3.801
C 0.015 -4.383 3.015
C -0.114 -5.683 3.509
C 0.368 -6.005 4.783
C 0.992 -5.023 5.565
C 1.119 -3.720 5.074
H 1.680 -0.303 5.672
H 3.911 0.522 6.286
H 5.833 0.194 4.705
H 5.456 -0.918 2.502
H 3.176 -1.696 1.889
H -2.050 -2.442 3.596
H -3.993 -1.376 4.714
H -3.742 0.839 5.828
H -1.525 1.987 5.805
H 0.401 0.957 4.646
H -0.353 -4.134 2.016
H -0.604 -6.438 2.889
H 0.240 -7.019 5.162
H 1.367 -5.269 6.562
H 1.605 -2.964 5.691
*
```

=====

This record from the OMol25 dataset describes C35H53AsNOP2Pm as an isolated structure in a non-equilibrium geometry. The level of theory is ωB97M-V/def2-TZVPD.

E_tot: -5021.70987 hartree
HOMO (alpha / beta): -13.2051 / -13.2368 eV
LUMO (alpha / beta): -5.5 / -5.3 eV
HOMO-LUMO gap (alpha / beta): 7.7 / 8.0 eV

```
! RIJCOSX wB97M-V def2-TZVPD def2/J DEFGRID3
* xyz 2 5
Pm 0.634 0.118 -0.650
P -0.182 -1.881 -2.481
P -0.598 3.574 -1.233
N 2.045 0.701 -2.270
C 1.459 -1.569 -3.351
H 2.227 -2.176 -2.841
H 1.350 -1.948 -4.377
C 1.905 -0.093 -3.501
H 2.894 -0.070 -4.017
H 1.205 0.384 -4.229
C 1.924 2.146 -2.582
H 1.494 2.284 -3.598
H 2.968 2.489 -2.643
C 1.228 3.205 -1.640
H 1.463 4.147 -2.163
H 1.815 3.257 -0.703
C -0.429 3.929 0.609
C 0.283 2.839 1.426
H 1.236 2.486 0.992
H -0.394 2.001 1.664
H 0.554 3.299 2.389
C -1.380 5.081 -1.888
C -2.908 5.184 -1.653
H -3.314 5.931 -2.340
H -3.153 5.504 -0.639
H -3.498 4.279 -1.840
C -1.516 -1.831 -3.772
C -2.870 -2.290 -3.207
H -3.651 -2.181 -3.970
H -3.170 -1.678 -2.349
H -2.861 -3.343 -2.897
C 0.011 -3.618 -1.872
C -1.128 -3.995 -0.910
H -0.716 -4.492 -0.024
H -1.858 -4.680 -1.358
H -1.662 -3.109 -0.545
C -1.879 2.351 -1.821
C -0.697 6.399 -1.465
H 0.331 6.264 -1.084
H -0.632 7.038 -2.350
H -1.283 6.935 -0.704
C -1.200 -2.510 -5.113
H -2.111 -2.510 -5.728
H -0.427 -1.984 -5.686
H -0.887 -3.558 -4.999
C 0.254 -4.646 -2.967
H 0.623 -5.572 -2.508
H -0.667 -4.906 -3.500
H 1.010 -4.334 -3.693
C -1.729 4.352 1.298
H -2.492 3.561 1.251
H -1.495 4.529 2.359
H -2.142 5.289 0.915
H 0.231 4.817 0.585
H 0.937 -3.555 -1.274
H -1.219 4.965 -2.976
H -1.604 -0.745 -3.971
O -1.279 1.107 -1.643
H -2.439 2.598 -2.764
H -2.918 2.561 -1.425
C -0.112 1.136 6.364
C 1.152 0.653 6.024
C 1.375 0.086 4.756
C 0.323 -0.004 3.838
C -0.945 0.499 4.176
C -1.160 1.067 5.441
As 0.530 -0.892 2.094
C 2.489 -1.190 2.134
C 3.250 -0.367 1.278
C 4.612 -0.648 1.082
C 5.223 -1.683 1.798
C 4.485 -2.433 2.717
C 3.116 -2.177 2.905
C -0.402 -2.574 2.510
C 0.242 -3.802 2.685
C -0.505 -4.929 3.049
C -1.890 -4.850 3.181
C -2.545 -3.632 2.945
C -1.796 -2.498 2.608
H -0.276 1.584 7.351
H 1.978 0.716 6.730
H 2.365 -0.279 4.493
H -1.776 0.450 3.464
H -2.146 1.458 5.702
H 2.829 0.536 0.789
H 5.193 -0.064 0.367
H 6.279 -1.914 1.642
H 4.954 -3.230 3.293
H 2.545 -2.737 3.646
H 1.318 -3.880 2.538
H 0.010 -5.875 3.225
H -2.465 -5.736 3.450
H -3.625 -3.567 3.028
H -2.318 -1.555 2.421
*
```

=====

This record from the OMol25 dataset describes C35H53BMnN6O2 as an isolated structure in a non-equilibrium geometry. The level of theory is ωB97M-V/def2-TZVPD.

E_tot: -3020.43423 hartree
HOMO (alpha / beta): -7.8136 / -7.7233 eV
LUMO (alpha / beta): 0.5 / 0.5 eV
HOMO-LUMO gap (alpha / beta): 8.3 / 8.2 eV

```
! RIJCOSX wB97M-V def2-TZVPD def2/J DEFGRID3
* xyz 0 2
Mn -0.005 1.174 -0.740
C -4.496 2.214 1.050
C -3.063 2.637 1.396
C -2.447 3.395 0.236
C -2.275 1.428 1.815
C -2.489 0.764 3.023
C -1.667 -0.344 3.012
C -1.746 -1.350 4.136
C -2.962 -2.264 3.906
C -0.494 -2.148 4.490
N -0.984 -0.324 1.847
N -1.345 0.773 1.116
B 0.040 -1.353 1.283
N 1.433 -0.674 1.143
N 1.503 0.622 0.756
C 2.766 1.023 0.874
C 3.536 -0.046 1.340
C 2.663 -1.106 1.496
C 3.088 -2.477 1.941
C 2.611 -2.832 3.357
C 2.676 -3.553 0.937
C 3.244 2.425 0.603
C 4.206 2.865 1.711
C 2.103 3.431 0.472
N -0.468 -1.863 -0.101
N -0.597 -0.970 -1.119
C -1.107 -1.620 -2.165
C -1.285 -2.959 -1.825
C -0.869 -3.088 -0.511
C -0.984 -4.441 0.169
C -0.059 -5.468 -0.504
C -0.825 -4.531 1.684
C -1.537 -1.030 -3.483
C -1.108 0.414 -3.680
C -3.061 -1.151 -3.619
H -5.100 3.094 0.820
H -4.965 1.681 1.877
H -4.492 1.558 0.177
H -3.111 3.299 2.266
H -2.459 2.772 -0.656
H -1.416 3.675 0.444
H -3.014 4.302 0.021
H -3.171 1.049 3.808
H -1.976 -0.739 5.013
H -2.909 -2.741 2.928
H -3.883 -1.680 3.936
H -3.015 -3.039 4.673
H -0.349 -2.996 3.822
H -0.594 -2.539 5.503
H 0.393 -1.515 4.455
H 0.123 -2.258 2.038
H 4.594 -0.064 1.541
H 4.179 -2.437 1.964
H 1.585 -3.194 3.339
H 2.659 -1.964 4.015
H 3.242 -3.617 3.778
H 1.607 -3.490 0.755
H 2.917 -4.546 1.322
H 3.191 -3.419 -0.017
H 3.800 2.413 -0.340
H 3.688 2.906 2.671
H 4.596 3.860 1.491
H 5.049 2.181 1.805
H 1.519 3.476 1.395
H 1.442 3.164 -0.350
H 2.495 4.426 0.263
H -1.686 -3.740 -2.449
H -2.007 -4.753 -0.058
H 0.989 -5.217 -0.346
H -0.235 -5.525 -1.578
H -0.237 -6.455 -0.071
H 0.221 -4.459 1.984
H -1.195 -5.502 2.017
H -1.390 -3.757 2.194
H -1.084 -1.645 -4.266
H -1.505 1.035 -2.873
H -1.492 0.813 -4.620
H -0.024 0.489 -3.689
H -3.555 -0.513 -2.884
H -3.392 -2.177 -3.460
H -3.375 -0.835 -4.615
C 2.940 1.651 -4.300
C 1.934 2.122 -3.271
O 1.794 1.435 -2.257
C 1.176 3.326 -3.553
C 1.507 4.171 -4.630
C 0.776 5.292 -4.923
C -0.335 5.616 -4.129
C -0.693 4.819 -3.074
C 0.039 3.647 -2.744
O -0.334 2.920 -1.756
H 3.376 0.711 -3.970
H 3.738 2.383 -4.430
H 2.447 1.507 -5.261
H 2.375 3.948 -5.237
H 1.056 5.928 -5.752
H -0.910 6.508 -4.349
H -1.543 5.065 -2.449
*
```

=====

This record from the OMol25 dataset describes C35H53KO2PSi4Te as an isolated structure. The level of theory is ωB97M-V/def2-TZVPD.

E_tot: -3883.37654 hartree
HOMO: -3.8862 eV
LUMO: 2.0 eV
energy relative to the best compared isomer or geometry (same formula, charge and spin): 0.00 kcal per mole
HOMO-LUMO gap: 5.9 eV

```
! RIJCOSX wB97M-V def2-TZVPD def2/J DEFGRID3
* xyz -1 1
K -0.056 -0.030 0.220
C -1.837 -0.200 -3.063
O -2.050 0.001 -1.678
C -2.978 1.015 -1.367
C -2.397 2.400 -1.527
O -1.295 2.505 -0.657
C -0.502 3.651 -0.904
H -2.795 -0.274 -3.590
H -1.301 -1.142 -3.161
H -1.246 0.610 -3.503
H -3.255 0.861 -0.322
H -3.882 0.912 -1.981
H -3.160 3.154 -1.284
H -2.079 2.572 -2.564
H -1.083 4.568 -0.750
H -0.124 3.641 -1.933
H 0.331 3.624 -0.206
C 4.724 -4.482 2.812
C 5.112 -4.215 1.510
C 4.564 -3.139 0.820
C 3.615 -2.319 1.422
C 3.222 -2.606 2.732
C 3.776 -3.670 3.424
P 2.804 -0.863 0.639
C 3.469 -0.908 -1.075
C 3.053 -1.951 -1.908
C 3.423 -1.986 -3.243
C 4.192 -0.961 -3.781
C 4.582 0.096 -2.973
C 4.225 0.124 -1.630
C 3.766 0.504 1.402
C 5.127 0.405 1.545
C 5.874 1.467 2.093
C 5.236 2.606 2.492
C 3.830 2.736 2.379
C 3.173 3.910 2.828
C 1.814 3.990 2.745
C 1.066 2.913 2.204
C 1.612 1.737 1.721
C 3.051 1.675 1.829
H 5.146 -5.325 3.345
H 5.844 -4.847 1.020
H 4.884 -2.939 -0.195
H 2.476 -1.980 3.211
H 3.458 -3.875 4.438
H 2.399 -2.722 -1.513
H 3.090 -2.807 -3.867
H 4.472 -0.982 -4.828
H 5.170 0.908 -3.386
H 4.542 0.951 -1.009
H 5.638 -0.499 1.231
H 6.948 1.373 2.198
H 5.802 3.429 2.918
H 3.762 4.721 3.244
H 1.305 4.882 3.101
H -0.018 3.051 2.184
C -3.758 -5.952 -1.467
Si -2.230 -6.534 -2.388
C -2.352 -5.939 -4.169
C -2.269 -8.420 -2.398
Si -0.316 -5.620 -1.411
Te -0.698 -3.250 -0.978
Si 1.447 -6.003 -2.891
C 1.363 -7.735 -3.640
C 3.108 -5.860 -2.012
C 1.403 -4.763 -4.304
Si 0.173 -6.808 0.536
C 1.503 -5.919 1.508
C -1.369 -6.945 1.603
C 0.773 -8.560 0.176
H -4.662 -6.331 -1.954
H -3.790 -4.861 -1.448
H -3.752 -6.297 -0.431
H -3.317 -6.210 -4.610
H -1.562 -6.370 -4.790
H -2.246 -4.852 -4.201
H -3.185 -8.766 -2.888
H -2.263 -8.817 -1.379
H -1.415 -8.849 -2.926
H 1.299 -8.503 -2.866
H 2.253 -7.936 -4.245
H 0.488 -7.839 -4.286
H 3.291 -6.751 -1.404
H 3.149 -4.996 -1.346
H 3.924 -5.772 -2.737
H 0.672 -5.071 -5.055
H 2.381 -4.686 -4.790
H 1.112 -3.773 -3.943
H 1.220 -4.879 1.687
H 2.449 -5.909 0.962
H 1.675 -6.403 2.474
H -1.774 -5.952 1.812
H -1.137 -7.434 2.555
H -2.148 -7.525 1.102
H 1.728 -8.550 -0.357
H 0.058 -9.116 -0.436
H 0.916 -9.105 1.114
*
```

=====

This record from the OMol25 dataset describes C35H53N4OP2STi as an isolated structure in a non-equilibrium geometry. The level of theory is ωB97M-V/def2-TZVPD.

E_tot: -3589.21607 hartree
HOMO: -16.2883 eV
LUMO: -11.1 eV
HOMO-LUMO gap: 5.2 eV

```
! RIJCOSX wB97M-V def2-TZVPD def2/J DEFGRID3
* xyz 3 1
C 1.010 2.722 -1.217
C -0.449 2.870 0.605
C 1.189 4.103 -1.225
C -0.364 4.254 0.602
C 0.456 4.884 -0.341
H 1.881 4.525 -1.957
H -0.960 4.823 1.324
H 0.495 5.974 -0.388
N 0.294 2.130 -0.243
P 0.624 0.226 -2.438
P -0.689 0.616 2.414
C 1.561 1.823 -2.304
H 1.548 2.371 -3.257
H 2.616 1.587 -2.090
C -0.370 -1.945 -0.444
O -0.560 -3.106 -0.597
C -1.458 2.090 1.431
H -1.958 2.730 2.164
C -2.163 -0.200 3.287
C 0.445 1.368 3.679
C -0.792 0.728 -3.595
C 1.833 -0.966 -3.269
C -2.601 -1.392 2.413
H -1.775 -2.095 2.240
H -3.408 -1.926 2.939
H -2.981 -1.074 1.437
C -1.790 -0.761 4.669
H -0.974 -1.492 4.610
H -1.546 0.023 5.396
H -2.675 -1.288 5.054
C -3.360 0.755 3.444
H -4.121 0.224 4.036
H -3.122 1.679 3.984
H -3.811 1.010 2.478
C 1.208 0.161 4.284
H 1.335 -0.653 3.553
H 2.214 0.473 4.592
H 0.697 -0.242 5.164
C 1.475 2.304 3.026
H 2.084 1.768 2.286
H 1.006 3.168 2.544
H 2.138 2.675 3.825
C -0.357 2.178 4.726
H -1.424 2.313 4.499
H -0.267 1.716 5.717
H 0.072 3.187 4.805
C 1.109 -2.298 -3.548
H 1.868 -3.066 -3.761
H 0.520 -2.645 -2.691
H 0.451 -2.238 -4.423
C 3.014 -1.266 -2.329
H 3.571 -0.366 -2.047
H 2.701 -1.771 -1.407
H 3.702 -1.940 -2.863
C 2.411 -0.387 -4.575
H 3.392 -0.850 -4.759
H 1.787 -0.633 -5.442
H 2.575 0.699 -4.541
C -1.685 1.847 -3.008
H -2.121 2.414 -3.845
H -2.517 1.439 -2.420
H -1.150 2.561 -2.372
C -1.669 -0.515 -3.816
H -2.017 -0.944 -2.865
H -2.548 -0.216 -4.404
H -1.157 -1.298 -4.384
C -0.221 1.237 -4.927
H 0.461 2.085 -4.790
H 0.289 0.453 -5.494
H -1.054 1.588 -5.552
Ti -0.093 -0.030 -0.073
N -2.028 0.375 -0.192
C -2.436 1.427 0.430
C -3.754 2.055 0.186
C -4.740 1.256 -0.415
C -4.036 3.392 0.529
C -6.035 1.751 -0.568
H -4.467 0.248 -0.731
C -5.318 3.897 0.326
H -3.245 4.022 0.942
C -6.325 3.074 -0.201
H -6.814 1.106 -0.973
H -5.532 4.936 0.586
H -7.335 3.467 -0.324
C 4.568 -0.947 2.694
N 3.726 -2.020 2.187
C 3.953 -3.374 2.362
C 2.971 -4.025 1.688
N 2.171 -3.062 1.107
C 2.639 -1.821 1.399
S 2.231 -0.260 0.816
H 5.084 -0.438 1.864
H 3.950 -0.214 3.234
H 5.297 -1.398 3.380
H 4.796 -3.710 2.947
H 2.798 -5.073 1.545
H 1.329 -3.252 0.568
*
```